# C8H12NP

A molecular structure, C8H12NP in a non-equilibrium geometry (ωB97M-V with the def2-TZVPD basis set, the OMol25 dataset).

Last column: Löwdin charge in e.
Positions of all 22 atoms, in Å:
C1 1.7708 -0.1991 -0.1114  -0.055
C2 1.0928 0.9782 -0.1004  -0.316
C3 0.9148 -1.2653 -0.2132  -0.364
C4 -0.2472 0.6544 -0.2858  -0.322
C5 -3.0751 -1.8469 0.5400  -0.392
C6 1.5468 2.3492 0.0032  -0.057
C7 1.1170 -2.7469 -0.1486  -0.059
C8 -1.4936 1.5487 -0.2902  -0.055
N1 -0.3448 -0.7083 -0.3815  -0.077
P1 -2.1200 -2.0100 -0.7748  1.019
H1 2.7462 -0.5384 0.1797  0.110
H2 -4.0225 -2.3460 0.3482  -0.014
H3 -3.0181 -1.1694 1.3385  -0.015
H4 1.8892 2.6058 0.9657  0.058
H5 2.3377 2.6567 -0.8314  0.128
H6 0.6319 2.8545 -0.2690  0.047
H7 0.1995 -3.0141 -0.5659  -0.033
H8 1.8394 -3.1408 -0.8370  0.069
H9 1.2101 -3.1948 0.8912  0.104
H10 -1.7318 1.6104 -1.4339  0.098
H11 -2.4443 1.0234 0.1267  0.069
H12 -1.4152 2.5997 0.0195  0.059

Summary:
relative energy (zero: lowest compared OMol25 entry of this formula, charge and spin): 49.7 kcal/mol
largest force on an atom: 0.0763 hartree/bohr
Kohn-Sham gap: 6.57 eV
2S+1: 1
HOMO level: -7.04 eV
E: -19265.9269 eV

***

# C8H12NS

A gas-phase ion, C8H12NS (charge +1) in a non-equilibrium geometry (ωB97M-V with the def2-TZVPD basis set, the OMol25 dataset).

Last column: Löwdin charge in e.
Positions of all 22 atoms, in Å:
C1 0.4038 1.7095 0.9369  -0.008
C2 0.3595 0.4473 -0.0206  -0.423
C3 0.4235 0.8527 -1.4872  0.001
C4 1.4823 -0.4894 0.6071  -0.062
C5 1.2477 -1.9401 0.2086  0.074
C6 -0.0845 -2.3224 -0.0245  -0.005
C7 -1.1608 -1.4238 0.0739  -0.049
N1 -0.9796 -0.1670 0.0709  -0.074
C8 -2.1020 0.7285 0.0649  -0.582
S1 -3.6215 0.2771 -0.1289  0.879
H1 -0.1121 2.5029 0.4971  0.051
H2 1.4382 2.0775 0.9564  0.120
H3 -0.2338 1.5820 1.7871  0.098
H4 -0.5669 0.9685 -1.8494  0.065
H5 0.9022 0.1275 -2.2345  0.127
H6 0.8441 1.9213 -1.6063  0.131
H7 1.5791 -0.3067 1.6302  0.114
H8 2.4068 -0.3235 0.1251  0.122
H9 2.0651 -2.5582 0.3382  0.101
H10 -0.3423 -3.4135 -0.1712  0.142
H11 -2.1631 -1.9427 0.1524  0.150
H12 -1.7857 1.6926 0.0736  0.030

Summary:
SMILES: CC1(C)CC=CC=[N+]1C=S
relative energy (zero: lowest compared OMol25 entry of this formula, charge and spin): 48.2 kcal/mol
largest force on an atom: 0.1039 hartree/bohr
Kohn-Sham gap (spin up / spin down): 7.61 / 7.61 eV
charge: +1
2S+1: 1
HOMO level (spin up / spin down): -13.43 / -13.43 eV
E: -20806.7834 eV

***

# C8H12NS2

2 unconnected molecules or ions with the total composition C8H12NS2 in a non-equilibrium geometry (ωB97M-V with the def2-TZVPD basis set, the OMol25 dataset).

Last column: Löwdin charge in e.
Positions of all 23 atoms, in Å:
C1 3.4585 -0.9605 0.7745  -0.155
C2 2.0371 -1.3621 0.7819  -0.178
C3 3.6487 0.2833 0.2074  -0.413
C4 1.3280 -0.4274 0.1648  -0.380
C5 -1.3483 1.5843 0.6410  -0.197
C6 -2.6378 0.9168 1.1442  -0.328
C7 -1.0952 -0.5060 -0.4907  -0.504
C8 -1.1136 -1.4941 -1.6159  -0.081
N1 -1.1620 0.9892 -0.6936  0.022
S1 2.1772 1.0065 -0.3838  0.924
S2 -2.1969 -0.9126 0.8966  0.966
H1 4.3581 -1.4455 1.1197  0.105
H2 1.6118 -2.3578 1.1778  0.142
H3 4.5605 0.9325 0.0589  0.095
H4 -1.4991 2.6294 0.5144  0.129
H5 -0.4139 1.3710 1.1951  0.127
H6 -2.7244 0.9187 2.2712  0.110
H7 -3.4335 1.2369 0.5011  0.080
H8 -2.0577 -1.4898 -2.0336  0.059
H9 -0.9169 -2.4272 -1.3211  0.044
H10 -0.3855 -1.0731 -2.4500  0.148
H11 -1.8734 1.3309 -1.3379  0.192
H12 -0.3214 1.2566 -1.1220  0.093

Summary:
relative energy (zero: lowest compared OMol25 entry of this formula, charge and spin): 78.3 kcal/mol
largest force on an atom: 0.1308 hartree/bohr
Kohn-Sham gap (spin up / spin down): 7.96 / 7.83 eV
charge: +1
2S+1: 1
HOMO level (spin up / spin down): -12.30 / -12.17 eV
E: -31639.9212 eV

***

# C8H12O2

2 unconnected molecules or ions with the total composition C8H12O2 in a non-equilibrium geometry (ωB97M-V with the def2-TZVPD basis set, the OMol25 dataset).

Last column: Löwdin charge in e.
Positions of all 22 atoms, in Å:
C1 -1.1159 1.4624 -2.0625  -0.062
C2 -0.1256 0.9738 -1.0595  -0.301
C3 -0.1680 1.4732 0.2824  -0.079
C4 0.7076 1.1678 1.2712  -0.003
C5 1.8185 0.3448 0.8730  -0.322
O1 2.7832 -0.0598 1.7631  0.023
C6 1.9197 -0.2138 -0.3340  -0.006
C7 0.9633 0.1595 -1.3484  0.000
H1 -1.9474 0.7503 -2.2974  0.092
H2 -0.7051 1.6847 -3.0357  0.068
H3 -1.4380 2.4252 -1.6325  0.080
H4 -1.0784 1.9156 0.4719  0.084
H5 0.8517 1.6840 2.2086  0.110
H6 2.7687 0.3098 2.6870  0.130
H7 2.7137 -0.7397 -0.5438  0.066
H8 1.0484 -0.3318 -2.3212  0.114
C8 -1.7434 -1.7728 0.8097  -0.139
O2 -0.5753 -2.5935 0.7910  -0.192
H9 -2.2234 -1.9675 1.8174  0.103
H10 -2.2914 -2.2969 0.0269  0.071
H11 -1.4025 -0.8643 0.3997  0.037
H12 -0.7603 -3.5111 1.2332  0.125

Summary:
SMILES: Cc1ccc(O)cc1.CO
relative energy (zero: lowest compared OMol25 entry of this formula, charge and spin): 45.2 kcal/mol
largest force on an atom: 0.1225 hartree/bohr
Kohn-Sham gap: 9.09 eV
2S+1: 1
HOMO level: -8.25 eV
E: -12583.4762 eV

***

# C8H12O2

2 unconnected molecules or ions with the total composition C8H12O2 in a non-equilibrium geometry (ωB97M-V with the def2-TZVPD basis set, the OMol25 dataset).

Last column: Löwdin charge in e.
Positions of all 22 atoms, in Å:
C1 1.9017 0.4296 2.9833  0.130
C2 0.9808 -0.2555 3.3503  -0.118
C3 -0.0229 -0.9927 4.0664  -0.393
C4 -0.9141 -1.7360 3.4082  0.058
C5 0.2050 -1.1314 5.5439  -0.066
H1 2.7269 1.0091 2.6810  0.018
H2 -1.5954 -2.3846 3.9340  0.062
H3 -0.9617 -1.7420 2.3324  0.065
H4 1.1620 -1.6122 5.7487  0.087
H5 0.2217 -0.1544 6.0250  0.081
H6 -0.5601 -1.7503 6.0068  0.074
C6 -2.0021 0.7587 -3.5052  -0.072
O1 -0.6568 1.2118 -3.5254  -0.074
C7 0.1846 0.5710 -4.4254  -0.511
C8 1.4142 1.3960 -4.6968  0.015
O2 -0.1629 -0.3782 -5.0748  0.104
H7 -2.4765 0.9066 -4.4779  0.095
H8 -2.5182 1.3341 -2.7405  0.090
H9 -2.0395 -0.3099 -3.2804  0.092
H10 1.7620 1.8545 -3.7765  0.083
H11 2.1717 0.7827 -5.1768  0.086
H12 1.1797 2.1930 -5.4004  0.092

Summary:
SMILES: C#CC(=C)C.COC(C)=O
relative energy (zero: lowest compared OMol25 entry of this formula, charge and spin): 56.1 kcal/mol
largest force on an atom: 0.0379 hartree/bohr
Kohn-Sham gap: 9.93 eV
2S+1: 1
HOMO level: -9.17 eV
E: -12583.0067 eV

***

# C8H12O4

A single C8H12O4 molecule in a non-equilibrium geometry (ωB97M-V with the def2-TZVPD basis set, the OMol25 dataset).

Last column: Löwdin charge in e.
Positions of all 24 atoms, in Å:
O1 3.1949 -0.7325 -0.7179  0.150
C1 2.4427 -0.1645 -0.0081  -0.482
C2 1.5040 -0.9602 0.9078  -0.075
C3 0.2774 -1.4346 0.0941  -0.055
C4 -0.7495 -0.3203 -0.0803  -0.445
C5 -0.1826 1.0644 -0.6391  -0.055
C6 0.9007 1.6680 0.2422  -0.137
O2 2.2896 1.2063 0.0436  0.006
O3 -1.7147 -0.7169 -1.1003  -0.051
C7 -2.8524 0.0091 -0.7730  -0.207
C8 -2.8385 0.2401 0.7530  -0.132
O4 -1.4920 -0.0937 1.1410  -0.072
H1 1.2145 -0.3681 1.7362  0.098
H2 2.0693 -1.8075 1.3269  0.134
H3 -0.3290 -2.0553 0.7838  0.135
H4 0.5489 -1.9947 -0.8509  0.159
H5 -0.9857 1.7960 -0.6819  0.116
H6 0.1091 0.9827 -1.6708  0.133
H7 0.4856 1.5382 1.2947  0.143
H8 0.9325 2.7188 0.0410  0.114
H9 -2.9165 0.9865 -1.2882  0.114
H10 -3.8807 -0.5729 -0.9830  0.164
H11 -2.9344 1.2747 1.0787  0.119
H12 -3.5461 -0.4163 1.3030  0.127

Summary:
SMILES: O=C1CCC2(CCO1)OCCO2
relative energy (zero: lowest compared OMol25 entry of this formula, charge and spin): 36.4 kcal/mol
largest force on an atom: 0.0724 hartree/bohr
Kohn-Sham gap: 10.84 eV
2S+1: 1
HOMO level: -10.13 eV
E: -16679.3757 eV

***

# C8H13BNO2

A gas-phase ion, C8H13BNO2 (charge +1) in a non-equilibrium geometry (ωB97M-V with the def2-TZVPD basis set, the OMol25 dataset).

Last column: Löwdin charge in e.
Positions of all 25 atoms, in Å:
C1 1.2859 -0.7159 -1.6872  0.133
C2 1.4646 -0.3925 -0.4381  -0.358
N1 2.1464 0.9197 -0.0441  0.215
C3 1.1266 -1.1916 0.6800  -0.051
C4 -0.2125 -1.4694 1.0068  0.016
C5 -1.3674 -0.9115 0.3886  -0.150
C6 -1.8260 0.3858 0.5471  -0.036
C7 -1.0675 1.4561 1.2695  -0.018
B1 -3.0677 0.4595 -0.3848  -0.655
O1 -3.7459 1.5940 -0.6119  0.218
O2 -3.3610 -0.7646 -0.9035  0.120
C8 -2.4140 -1.7793 -0.4341  -0.016
H1 0.6684 -1.6384 -1.7252  0.114
H2 1.5814 -0.1010 -2.5600  0.107
H3 1.5588 1.3565 0.7974  0.198
H4 2.3754 1.5233 -0.7941  0.135
H5 3.0910 0.6023 0.4897  0.237
H6 1.9111 -1.6050 1.2411  0.102
H7 -0.3678 -2.0752 1.8674  0.122
H8 -0.2881 1.7815 0.6752  0.033
H9 -0.7869 1.0091 2.2205  0.103
H10 -1.6926 2.2907 1.4098  0.080
H11 -4.6350 1.3215 -0.8869  0.130
H12 -1.8658 -2.0677 -1.3057  0.123
H13 -2.7858 -2.5192 0.1349  0.098

Summary:
SMILES: C=C([NH3+])/C=C\C1=C(C)B(O)OC1
relative energy (zero: lowest compared OMol25 entry of this formula, charge and spin): 39.5 kcal/mol
largest force on an atom: 0.1252 hartree/bohr
Kohn-Sham gap: 8.90 eV
charge: +1
2S+1: 1
HOMO level: -12.70 eV
E: -14761.3657 eV

***

# C8H13BrO2

A molecular structure, C8H13BrO2 in a non-equilibrium geometry (ωB97M-V with the def2-TZVPD basis set, the OMol25 dataset).

Last column: Löwdin charge in e.
Positions of all 24 atoms, in Å:
C1 -1.6455 -2.0743 -0.5441  -0.044
C2 -0.3115 -1.7687 1.8975  -0.106
C3 -1.7131 -1.8540 1.0075  -0.198
C4 -1.8151 -0.6884 0.1009  -0.752
C5 -0.0609 0.1667 0.6281  -0.418
C6 -0.0620 1.3368 -1.6078  -0.054
C7 1.8380 1.2523 -0.0551  -0.075
C8 0.7101 0.4594 -0.6356  -0.328
O1 0.5351 -0.9035 1.2471  -0.053
O2 -0.4552 1.2281 1.4368  0.041
Br1 -3.2403 0.4463 -0.0519  0.800
H1 -0.7778 -2.3819 -0.9530  0.057
H2 -2.5314 -2.5881 -0.8426  0.089
H3 -0.5582 -1.2469 2.7559  0.090
H4 0.1575 -2.7109 2.1163  0.120
H5 -2.5698 -2.0363 1.6581  0.126
H6 0.3855 1.7011 -2.4852  0.060
H7 -0.2926 2.2591 -1.0102  0.105
H8 -1.0442 1.0084 -1.9168  0.048
H9 2.5463 0.8146 0.5511  0.058
H10 1.4361 2.0732 0.5209  0.078
H11 2.4663 1.8324 -0.7901  0.110
H12 1.0145 -0.5161 -1.0449  0.153
H13 0.2242 1.4472 2.0420  0.093

Summary:
relative energy (zero: lowest compared OMol25 entry of this formula, charge and spin): 34.5 kcal/mol
largest force on an atom: 0.1007 hartree/bohr
Kohn-Sham gap: 9.43 eV
2S+1: 1
HOMO level: -8.65 eV
E: -82640.7678 eV

***

# C8H13Cl19

8 unconnected molecules or ions with the total composition C8H13Cl19 in a non-equilibrium geometry (ωB97M-V with the def2-TZVPD basis set, the OMol25 dataset).

Last column: Löwdin charge in e.
Positions of all 40 atoms, in Å:
Cl1 -21.0158 13.1715 4.0197  0.551
C1 -20.9223 12.5002 2.4033  -1.595
Cl2 -20.4709 13.6268 1.1127  0.504
Cl3 -22.4058 11.6772 1.9452  0.527
H1 -20.1556 11.7342 2.3873  -0.075
Cl4 -17.7965 11.5280 -0.4481  0.496
C2 -18.2041 9.7952 -0.2022  -1.533
Cl5 -18.0850 8.9357 -1.6940  0.573
Cl6 -19.8333 9.6709 0.4962  0.537
H2 -17.5012 9.4049 0.5218  0.008
Cl7 -14.5351 10.0124 4.2258  0.545
C3 -14.3061 10.7288 5.8079  -1.502
Cl8 -14.0698 12.4877 5.6843  0.542
Cl9 -12.9069 10.0051 6.6142  0.537
H3 -15.1566 10.5781 6.4611  0.000
Cl10 -17.4970 11.4135 3.3848  0.514
C4 -16.7099 12.9291 2.9144  -0.997
Cl11 -17.7928 14.2983 3.3002  0.517
H4 -15.7729 12.9659 3.4620  -0.052
H5 -16.4843 12.8898 1.8558  -0.055
Cl12 -15.9270 17.6683 0.9895  0.566
C5 -17.1961 16.6234 0.4873  -1.028
Cl13 -16.6398 14.9543 0.1369  0.482
H6 -17.9714 16.4986 1.2356  0.007
H7 -17.6124 17.0022 -0.4398  0.026
Cl14 -19.6448 13.9557 7.8189  0.506
C6 -18.3513 13.2567 6.8198  -1.072
Cl15 -18.2783 11.5253 6.9936  0.519
H8 -18.5368 13.4295 5.7596  -0.063
H9 -17.4091 13.7848 6.9632  0.037
Cl16 -13.7055 18.1586 5.2408  0.515
C7 -13.2168 16.6116 4.5168  -1.052
Cl17 -14.5439 15.4158 4.4659  0.474
H10 -12.9438 16.8488 3.4981  0.002
H11 -12.4352 16.1756 5.1221  -0.019
Cl18 -13.6968 14.1161 1.6344  0.507
C8 -12.5626 13.3340 2.7563  -1.000
Cl19 -11.5183 14.5144 3.5163  0.600
H12 -13.1522 12.8443 3.5245  -0.082
H13 -11.9398 12.6381 2.2075  0.033

Summary:
SMILES: ClC(Cl)Cl.ClC(Cl)Cl.ClC(Cl)Cl.ClCCl.ClCCl.ClCCl.ClCCl.ClCCl
relative energy (zero: lowest compared OMol25 entry of this formula, charge and spin): 0.0 kcal/mol
largest force on an atom: 0.0264 hartree/bohr
Kohn-Sham gap: 10.87 eV
2S+1: 1
HOMO level: -10.70 eV
E: -246432.7739 eV

***

# C8H13Cl2ErN2O3S3

A molecular structure, C8H13Cl2ErN2O3S3 in a non-equilibrium geometry (ωB97M-V with the def2-TZVPD basis set, the OMol25 dataset).

Last column: Löwdin charge in e.
Positions of all 32 atoms, in Å:
Er1 -0.2561 2.1914 0.0956  0.902
S1 3.8608 3.2371 -1.2420  0.503
C1 2.3198 3.3626 -0.6465  -1.760
S2 0.8885 3.8336 -1.6303  0.335
S3 1.9258 3.0150 1.0684  0.363
Cl1 -2.5498 2.7631 -1.2630  0.632
C2 -3.6690 2.8716 0.1421  -0.882
Cl2 -3.6132 4.5470 0.8446  0.623
C3 -3.2978 1.8790 1.2341  -0.805
O1 -4.1477 1.4613 1.9720  0.097
O2 -2.0391 1.7389 1.3968  -0.213
H1 -4.6579 2.7240 -0.3230  0.081
C4 -1.7792 -1.6578 0.2936  -0.019
N1 -0.3317 -1.9810 0.1513  -0.119
C5 -0.1804 -3.2243 -0.5934  -0.059
C6 0.5124 -0.9802 -0.2111  -0.418
O3 0.0212 0.1814 -0.4948  -0.169
N2 1.8445 -1.1671 -0.1542  -0.091
C7 2.5595 -2.2836 0.4897  -0.026
C8 2.7703 -0.0337 -0.5024  -0.031
H2 -2.2713 -2.5630 0.7504  0.121
H3 -2.2196 -1.2387 -0.5572  0.077
H4 -1.9919 -0.9608 1.0823  0.075
H5 -0.8462 -3.2520 -1.5013  0.115
H6 -0.5983 -4.1033 -0.0356  0.104
H7 0.8908 -3.4399 -0.6973  0.069
H8 1.7898 -2.8076 1.1017  0.101
H9 3.2826 -1.8711 1.2087  0.109
H10 2.9554 -2.9401 -0.2640  0.089
H11 2.2101 0.4833 -1.2568  0.069
H12 3.7109 -0.4190 -0.8088  0.088
H13 2.9069 0.6340 0.3503  0.040

Summary:
largest force on an atom: 0.0578 hartree/bohr
Kohn-Sham gap (spin up / spin down): 7.45 / 7.49 eV
2S+1: 4
HOMO level (spin up / spin down): -7.63 / -7.63 eV
E: -102804.7947 eV